104
Properties=species:S:1:pos:R:3:forces:R:3:lowdin_charge:R:1 method="wB97M-V/def2-TZVPD" homo_energy_ha="-0.334 / -0.334" s_squared=0.755 fmax_ev_per_a=4.91 total_energy_ev=-105119.361 spin_multiplicity=2 lumo_ha="-0.132 / -0.290" total_charge=+1
Cu -0.52317 -2.86629 -3.15892 -0.5 0.8 0.2 0.7465
N 1.60905 0.20618 -0.23569 0.3 1.1 -1.4 -0.6705
O 1.04168 -0.54610 -1.08555 0.1 -0.6 0.7 -0.1263
O 1.33150 1.40916 -0.23455 -1.2 1.0 0.0 -0.0892
O 2.52021 -0.14406 0.50419 0.4 -1.8 0.7 -0.0655
C 4.35264 4.69118 -2.90434 -0.8 0.2 0.9 -0.0507
C 4.37033 5.70425 -1.74514 1.3 -0.9 1.4 -0.2576
O 4.36230 7.01595 -2.20355 0.5 3.5 -0.2 -0.0154
C 4.97046 8.12408 -1.55409 1.4 -2.1 0.1 -0.4762
O 5.56466 8.15155 -0.47472 -1.9 -0.2 -2.4 0.1056
O 4.94444 9.08109 -2.48721 -1.1 -0.4 0.2 -0.0089
C 5.64541 10.28361 -2.27526 1.2 0.4 0.8 -0.0523
H 5.18213 4.92531 -3.57161 -0.4 0.0 -0.3 0.0818
H 3.36606 4.59418 -3.35750 0.2 0.6 -0.6 0.0707
H 4.47770 3.67774 -2.52305 0.5 0.1 0.4 0.0745
H 5.31632 5.53551 -1.23061 0.2 0.0 0.2 0.1152
H 3.63058 5.64069 -0.94712 -0.5 -0.6 -0.4 0.1234
H 5.34962 11.06073 -2.98000 -0.3 -0.5 -0.1 0.0963
H 6.70502 10.06079 -2.40051 0.1 0.2 -0.1 0.0994
H 5.55021 10.68441 -1.26610 -0.3 -0.2 0.1 0.0944
C -0.68967 -1.74939 5.81617 0.5 0.5 0.0 -0.0487
O -0.90161 -0.35543 5.53118 -1.0 0.0 -0.3 -0.2027
C -2.13653 0.12567 5.99967 0.7 1.0 0.0 -0.1707
C -1.93440 1.64172 6.33840 1.2 1.7 1.6 -0.0994
N -1.82279 2.67873 5.29664 -1.6 -4.4 -1.4 0.1645
C -0.80131 2.43801 4.36817 2.7 2.0 -0.8 -0.1503
C 0.56160 2.62167 4.99058 0.9 0.9 -0.1 -0.1806
O 0.71811 4.02256 5.23416 -1.0 -1.5 0.4 -0.1265
C 1.99896 4.30897 5.73193 0.7 0.8 -0.4 -0.0788
H 0.10797 -2.03782 5.13157 0.0 -0.2 0.3 0.1001
H -1.56345 -2.38158 5.65826 -0.2 0.2 -0.2 0.0936
H -0.38081 -1.81016 6.85973 0.1 -0.3 0.0 0.0972
H -2.38871 -0.29301 6.97394 0.0 -0.1 0.2 0.1349
H -2.97327 -0.05832 5.32579 0.0 0.0 -0.3 0.1339
H -0.94315 1.74809 6.77911 -0.2 -0.7 0.6 0.1184
H -2.63039 2.03426 7.07975 -0.3 -0.4 -0.1 0.1402
H -2.65928 2.55717 4.74381 -1.1 1.6 0.0 0.1622
H -0.89008 3.12605 3.52745 -0.1 0.3 0.0 0.1563
H -0.77386 1.48295 3.84357 -0.6 -0.9 0.4 0.1726
H 1.39737 2.34211 4.34914 -0.2 -0.4 -0.5 0.1473
H 0.70869 2.02663 5.89191 -0.2 0.0 0.3 0.1254
H 2.76454 3.87035 5.09194 0.1 0.1 -0.4 0.1012
H 2.23778 3.92044 6.72195 -0.6 0.0 0.3 0.1005
H 2.04475 5.39725 5.69112 0.4 -0.2 0.3 0.1070
C -6.88819 -3.40531 -3.48600 1.2 -0.2 -0.5 -0.0727
O -5.96384 -2.70909 -4.34848 -0.7 1.1 0.6 -0.2130
C -4.74732 -3.29707 -4.71160 1.2 1.4 -0.8 -0.1982
C -3.69953 -2.18016 -5.28065 -1.9 -1.8 0.4 -0.1922
N -3.10800 -1.42620 -4.18802 0.4 1.0 -0.9 -0.0466
C -2.68438 -0.06455 -4.68053 -0.1 0.5 1.1 -0.2002
C -1.63018 0.01967 -5.74446 1.9 -2.3 0.6 -0.1744
O -0.59579 -0.99295 -5.38511 1.9 0.7 0.1 -0.2597
C 0.74957 -0.70277 -5.99742 -1.9 -0.5 -0.7 -0.0478
H -6.98063 -4.43890 -3.81953 -0.4 0.0 -0.2 0.0848
H -7.83142 -2.85903 -3.48677 0.2 -0.2 -0.3 0.0906
H -6.53158 -3.47401 -2.45829 0.3 0.3 0.2 0.0765
H -4.95055 -3.97202 -5.54301 0.4 -0.5 0.2 0.1189
H -4.23115 -3.71846 -3.84899 -0.1 -0.6 0.0 0.1103
H -4.29106 -1.53193 -5.92719 0.0 0.0 -0.3 0.1179
H -2.94582 -2.71894 -5.85487 0.0 0.1 -0.1 0.1103
H -3.91327 -1.27938 -3.59634 0.1 0.4 0.7 0.0985
H -2.32422 0.52708 -3.83890 0.4 -0.5 0.4 0.1199
H -3.46201 0.61923 -5.02089 -0.9 -0.5 -0.3 0.1224
H -1.18872 1.01467 -5.68792 -0.1 0.0 -0.4 0.1285
H -1.91098 -0.29333 -6.75008 -0.4 0.5 -0.1 0.1230
H 1.45634 -1.53210 -5.96911 -0.4 -0.3 1.0 0.0775
H 1.23804 0.20189 -5.63535 -0.4 0.0 0.1 0.0914
H 0.54516 -0.68668 -7.06796 0.1 0.7 -0.2 0.0801
C -2.94348 -1.79992 0.33194 0.8 -0.3 0.2 -0.0697
O -2.31918 -3.04446 -0.10147 -1.0 1.4 -0.2 -0.2013
C -2.44230 -4.12110 0.78934 0.1 -0.4 -0.1 -0.2395
C -1.83798 -5.41372 0.13479 0.6 1.6 0.1 -0.1538
N -0.53822 -5.19391 -0.57710 -0.4 -0.4 1.1 -0.0624
C 0.63463 -5.05255 0.30516 0.3 0.7 0.2 -0.1949
C 1.12684 -6.28450 1.15275 -1.0 1.1 -2.1 -0.1863
O 1.19665 -7.41155 0.30498 0.3 -0.9 -0.4 -0.1931
C 2.39961 -7.46262 -0.44277 1.1 0.8 0.3 -0.1084
H -3.32021 -1.84283 1.35386 -0.2 -0.4 0.1 0.0744
H -3.73668 -1.43338 -0.31965 -0.1 -0.6 -0.2 0.0785
H -2.20919 -0.99481 0.35863 0.4 -0.2 -0.2 0.0824
H -3.45719 -4.30648 1.14110 -0.7 -0.3 -0.9 0.1128
H -2.07038 -3.81966 1.76857 1.3 -0.2 0.1 0.1060
H -2.45198 -5.77473 -0.69030 -0.6 0.0 0.5 0.1164
H -1.74485 -6.13490 0.94679 -0.1 -0.4 -0.1 0.1088
H -0.40991 -6.07231 -1.05881 0.2 -0.2 -0.4 0.0889
H 0.46884 -4.21815 0.98662 -0.2 0.1 0.2 0.1140
H 1.40174 -4.64345 -0.35233 0.4 -0.4 0.1 0.1034
H 0.35924 -6.49672 1.89697 0.4 -0.1 0.3 0.1148
H 2.11576 -6.01637 1.52456 -0.1 -0.1 0.6 0.1204
H 2.53823 -8.31610 -1.10644 -0.8 -0.1 0.2 0.0928
H 3.27925 -7.45140 0.20082 0.0 -0.4 0.6 0.0849
H 2.59875 -6.54547 -0.99710 -0.6 0.2 -0.5 0.0781
C 5.09483 -3.12141 3.88495 -0.1 -1.2 1.7 -0.2223
O 5.26749 -3.06012 2.54146 0.2 0.4 -2.3 -0.0944
H 5.96239 -3.67511 4.24389 0.4 0.7 0.5 0.0839
H 4.90682 -2.16757 4.37786 0.4 0.1 0.1 0.0807
H 4.30627 -3.81194 4.18410 -0.7 0.0 -0.1 0.0634
H 4.69841 -2.40857 2.12524 -0.1 0.0 0.0 0.0845
C -2.28970 5.47030 -1.23898 -0.4 -1.0 0.0 -0.1675
O -0.97239 5.25627 -1.76121 -0.6 1.0 0.1 -0.1127
H -2.87389 4.58887 -1.50341 -0.3 -0.1 0.1 0.0659
H -2.40761 5.61195 -0.16467 0.7 -0.2 0.3 0.0656
H -2.84762 6.32262 -1.62676 0.8 0.2 -0.7 0.0744
H -0.41110 4.79926 -1.13058 -0.2 -0.1 0.2 0.0723